Record 1
The following is a DFT calculation (ωB97M-V with the def2-TZVPD basis set) of a molecular structure, C45H51BrFN3O5S3SbSr.

Element x y z (Å)
Sr 0.01 0.58 -0.21
C 1.57 -3.35 -0.34
C 1.54 -3.07 1.05
C 0.19 -3.31 1.49
C -0.54 -3.71 0.35
C 0.30 -3.75 -0.77
C -0.08 -4.25 -2.15
C -0.35 -5.77 -2.07
C -1.35 -3.55 -2.65
C 1.03 -4.01 -3.17
C -0.47 -3.28 2.86
C -0.62 -1.85 3.41
C 0.26 -4.17 3.88
C -1.90 -3.84 2.79
C 2.84 -2.74 1.78
C 3.49 -4.04 2.29
C 2.71 -1.76 2.95
C 3.85 -2.09 0.82
H 2.44 -3.24 -0.97
H -1.59 -3.97 0.34
H -1.16 -5.98 -1.37
H 0.54 -6.29 -1.72
H -0.63 -6.17 -3.06
H -2.17 -3.70 -1.96
H -1.65 -3.93 -3.64
H -1.15 -2.48 -2.74
H 1.94 -4.54 -2.87
H 1.27 -2.95 -3.25
H 0.73 -4.37 -4.15
H 0.33 -1.36 3.59
H -1.20 -1.85 4.34
H -1.15 -1.25 2.67
H 1.26 -3.82 4.10
H 0.34 -5.19 3.51
H -0.29 -4.19 4.83
H -2.53 -3.23 2.14
H -2.35 -3.83 3.79
H -1.91 -4.87 2.42
H 2.86 -4.54 3.02
H 4.46 -3.83 2.77
H 3.65 -4.73 1.46
H 2.13 -2.16 3.78
H 2.23 -0.83 2.63
H 3.70 -1.51 3.34
H 4.18 -2.78 0.04
H 4.75 -1.79 1.38
H 3.43 -1.21 0.33
C -2.85 -0.15 -2.69
O -2.75 -0.06 -1.26
C -3.74 0.60 -0.63
C -4.99 0.88 -1.15
C -5.92 1.57 -0.37
Br -7.63 1.92 -1.10
C -5.63 2.00 0.90
C -4.36 1.73 1.44
C -3.43 1.02 0.69
O -2.21 0.73 1.13
C -3.93 2.21 2.74
N -2.73 1.99 3.21
C -2.66 2.61 4.43
C -1.60 2.68 5.33
C -1.82 3.37 6.51
C -3.05 3.98 6.78
C -4.11 3.92 5.90
C -3.90 3.22 4.71
N -4.69 2.94 3.62
H -3.05 0.83 -3.11
H -3.63 -0.88 -2.96
H -1.88 -0.49 -3.03
H -5.25 0.59 -2.16
H -6.38 2.54 1.47
H -2.07 1.15 2.04
H -0.65 2.20 5.09
H -1.02 3.45 7.24
H -3.18 4.51 7.72
H -5.06 4.39 6.11
H -5.63 3.27 3.45
S -0.30 2.61 -5.48
Sb 0.35 2.14 -3.35
S 0.90 -0.09 -2.90
S -1.15 2.90 -1.66
C 5.09 3.83 5.09
C 4.62 4.87 4.09
C 5.81 5.64 3.54
C 5.38 6.64 2.48
C 4.65 5.92 1.38
C 4.68 6.36 0.08
C 3.98 5.69 -0.91
F 4.05 6.19 -2.17
C 3.25 4.56 -0.65
C 3.22 4.08 0.67
C 2.43 2.86 0.93
O 1.99 2.23 -0.03
C 2.24 2.58 2.34
C 2.98 3.26 3.24
N 3.86 4.26 2.98
C 3.92 4.75 1.68
C 1.26 1.56 2.92
O 1.21 1.45 4.16
O 0.57 0.95 2.07
H 5.77 4.30 5.80
H 5.63 3.03 4.58
H 4.28 3.38 5.66
H 3.95 5.59 4.60
H 6.53 4.92 3.11
H 6.31 6.14 4.37
H 6.23 7.18 2.08
H 4.71 7.38 2.93
H 5.24 7.25 -0.20
H 2.70 4.03 -1.41
H 2.84 2.98 4.28

Orbital gap (spin up / spin down), eV: 4.37 / 4.38
2S+1: 2
Highest occupied orbital energy (spin up / spin down), eV: -1.1 / -1.1
E_LUMO (spin up / spin down), eV: 3.318 / 3.318
Net charge: -2
<S²>: 0.76

---

Record 2
The following is a DFT calculation (ωB97M-V with the def2-TZVPD basis set) of 10 unconnected molecules or ions with the total composition C45H51N10O18.

Element x y z (Å)
N -0.02 0.44 0.00
O 0.71 1.38 0.38
O -0.09 -0.65 0.64
O -0.64 0.56 -1.01
C -3.42 -1.78 -1.06
C -4.89 -1.75 -1.11
C -5.66 -3.04 -0.78
C -4.87 -4.26 -0.23
C -3.35 -4.40 -0.46
C -2.66 -3.00 -0.88
N -5.54 -5.53 0.02
O -6.71 -5.49 0.57
O -4.96 -6.60 0.15
H -2.83 -0.95 -1.47
H -5.47 -0.89 -1.47
H -6.73 -3.17 -0.53
H -2.87 -5.30 -0.22
H -1.60 -3.03 -0.85
C -5.26 2.14 -1.49
C -3.95 1.76 -1.00
C -3.51 1.97 0.47
C -4.52 2.42 1.42
C -5.90 2.92 0.80
C -6.15 2.87 -0.74
N -4.34 2.45 2.87
O -3.12 2.31 3.18
O -5.23 2.67 3.63
H -5.26 2.01 -2.57
H -3.28 1.30 -1.59
H -2.49 1.59 0.62
H -6.54 3.28 1.67
H -7.04 3.21 -1.08
C 4.02 -2.22 0.95
C 2.81 -1.78 1.83
C 3.16 -1.81 3.19
C 4.61 -1.91 3.81
C 5.71 -2.34 2.77
C 5.35 -2.49 1.37
N 4.88 -1.88 5.26
O 5.94 -2.33 5.66
O 3.96 -1.48 5.91
H 3.85 -2.31 -0.07
H 1.85 -1.59 1.62
H 2.40 -1.48 3.77
H 6.65 -2.43 3.21
H 6.02 -2.78 0.55
C 1.38 4.29 1.77
C 2.35 5.40 2.30
C 2.17 6.88 2.02
C 1.15 7.21 1.01
C -0.02 6.15 0.75
C 0.21 4.64 1.10
N 1.00 8.57 0.45
O 2.01 9.40 0.71
O 0.01 8.87 -0.13
H 1.51 3.27 1.94
H 3.16 5.20 3.10
H 2.88 7.44 2.67
H -0.97 6.43 0.25
H -0.31 3.81 0.82
C -0.76 -5.52 3.01
C -0.74 -4.14 2.31
C 0.18 -4.12 1.07
C 0.66 -5.45 0.33
C 0.79 -6.70 1.23
C -0.01 -6.65 2.60
N 1.33 -5.39 -0.87
O 1.22 -4.27 -1.48
O 1.98 -6.27 -1.39
H -1.14 -5.64 4.10
H -1.30 -3.33 2.61
H 0.39 -3.07 0.76
H 1.27 -7.56 0.92
H 0.12 -7.39 3.37
C -1.05 -2.93 -4.06
C -1.51 -2.99 -5.52
C -1.57 -1.66 -6.33
C -1.57 -0.29 -5.64
C -1.13 -0.36 -4.12
C -0.98 -1.64 -3.38
N -1.85 0.88 -6.35
O -1.92 1.94 -5.57
O -1.94 0.86 -7.53
H -0.96 -3.88 -3.64
H -1.71 -3.92 -6.04
H -1.72 -1.80 -7.39
H -1.07 0.66 -3.78
H -0.83 -1.72 -2.34
C 2.22 4.11 -4.19
O 3.22 4.87 -4.47
N 1.59 4.25 -3.01
C 0.50 3.32 -2.63
C 2.15 5.18 -1.94
H 1.82 3.43 -4.97
H 0.22 2.65 -3.42
H -0.43 3.81 -2.09
H 0.85 2.50 -2.07
H 2.15 4.61 -0.95
H 1.54 5.90 -1.67
H 3.13 5.77 -2.16
C -0.31 -0.16 6.23
O 0.22 0.37 7.29
N 0.08 0.32 5.04
C -0.56 -0.04 3.76
C 1.15 1.26 4.84
H -1.03 -0.80 6.32
H -0.71 0.76 3.19
H -1.56 -0.28 4.07
H -0.24 -0.98 3.27
H 1.68 1.13 5.70
H 0.98 2.16 4.68
H 1.84 0.95 3.97
C 3.81 -1.75 -3.36
O 4.77 -1.98 -4.09
N 3.81 -0.82 -2.32
C 2.52 -0.24 -1.74
C 5.05 -0.06 -2.07
H 2.76 -2.02 -3.61
H 1.74 0.08 -2.49
H 2.76 0.43 -1.05
H 2.13 -1.09 -1.28
H 5.70 0.40 -2.89
H 6.01 -0.69 -1.88
H 4.75 0.79 -1.39

Orbital gap, eV: 7.04
Highest occupied orbital energy, eV: -7.2
E_LUMO, eV: -0.159
Net charge: -1

---

Record 3
The following is a DFT calculation (ωB97M-V with the def2-TZVPD basis set) of 9 unconnected molecules or ions with the total composition C45H51N9O15.

Element x y z (Å)
O 21.22 -3.37 5.70
N 20.30 -2.82 5.11
O 19.77 -3.32 4.15
C 19.79 -1.50 5.54
C 20.28 -0.74 6.81
C 19.87 0.71 6.97
C 18.80 1.31 6.15
C 18.27 0.56 5.05
C 18.77 -0.82 4.66
H 20.98 -1.13 7.51
H 20.19 1.31 7.77
H 18.24 2.25 6.37
H 17.51 1.04 4.38
H 18.36 -1.28 3.69
O 23.68 6.43 2.58
N 22.81 5.82 3.33
O 23.21 4.91 3.97
C 21.35 6.29 3.23
C 20.33 5.29 3.88
C 18.92 5.93 3.96
C 18.55 7.31 3.36
C 19.58 8.10 2.78
C 20.97 7.60 2.65
H 20.49 4.42 4.45
H 18.12 5.23 4.29
H 17.48 7.77 3.64
H 19.22 9.16 2.51
H 21.80 8.31 2.28
O 14.94 3.76 8.76
N 15.86 2.89 8.66
O 15.85 2.15 7.64
C 16.51 2.56 9.78
C 16.51 3.50 11.03
C 17.34 3.15 12.26
C 18.14 1.83 12.20
C 18.16 1.05 11.15
C 17.29 1.29 9.85
H 15.92 4.47 10.83
H 17.12 3.98 13.13
H 18.60 1.49 13.17
H 18.88 0.02 11.28
H 17.25 0.59 8.86
O 7.19 3.16 7.68
N 7.01 1.92 7.74
O 6.02 1.42 8.20
C 8.07 1.04 7.24
C 7.76 -0.41 6.75
C 8.86 -1.29 6.30
C 10.25 -0.64 6.10
C 10.58 0.71 6.32
C 9.42 1.68 6.85
H 6.73 -0.83 6.78
H 8.64 -2.38 6.13
H 10.94 -1.22 5.60
H 11.48 1.09 6.15
H 9.75 2.71 7.04
O 14.05 8.48 3.64
N 12.81 8.45 3.66
O 12.13 9.38 3.96
C 12.11 7.18 3.37
C 10.63 7.16 3.18
C 9.88 5.83 3.23
C 10.84 4.54 3.13
C 12.14 4.61 3.07
C 12.92 5.86 3.17
H 10.19 8.22 3.18
H 8.78 5.66 3.44
H 10.50 3.54 3.26
H 12.72 3.68 3.13
H 14.00 5.88 2.95
O 20.46 0.51 2.19
N 20.24 1.70 2.12
O 20.96 2.54 2.77
C 19.12 2.21 1.32
C 18.93 3.74 1.03
C 17.67 4.27 0.32
C 16.73 3.30 -0.35
C 16.82 1.91 -0.02
C 17.98 1.21 0.80
H 19.56 4.45 1.58
H 17.48 5.40 0.17
H 15.80 3.79 -1.02
H 15.93 1.40 -0.42
H 17.83 0.25 1.06
C 15.78 4.51 4.76
N 15.08 3.28 4.23
C 15.45 2.71 2.92
C 14.10 2.70 5.06
O 13.49 1.66 4.77
H 16.48 4.15 5.62
H 15.05 5.36 5.13
H 16.27 4.86 3.87
H 14.96 3.22 2.16
H 15.18 1.57 2.79
H 16.45 2.63 2.71
H 14.06 3.23 5.99
C 17.52 8.67 6.78
N 17.52 7.18 7.07
C 16.21 6.67 7.61
C 18.64 6.38 7.04
O 18.53 5.24 7.46
H 16.36 8.95 6.80
H 17.90 8.72 5.62
H 17.90 9.38 7.28
H 16.25 6.44 8.92
H 16.06 5.69 7.51
H 15.37 7.02 7.26
H 19.59 6.94 6.82
C 16.17 -2.25 6.39
N 15.91 -2.47 5.00
C 15.02 -1.52 4.29
C 16.61 -3.43 4.16
O 16.43 -3.50 2.94
H 17.19 -2.59 6.44
H 15.36 -2.78 7.18
H 15.98 -1.17 6.60
H 14.17 -1.83 3.89
H 15.60 -1.05 3.46
H 14.84 -0.67 5.04
H 17.01 -4.15 4.73

Orbital gap, eV: 7.00
Highest occupied orbital energy, eV: -9.0
E_LUMO, eV: -2.032
SMILES: O=[N+]([O-])c1ccccc1.O=[N+]([O-])c1ccccc1.O=[N+]([O-])c1ccccc1.O=[N+]([O-])c1ccccc1.O=[N+]([O-])c1ccccc1.O=[N+]([O-])c1ccccc1.CN(C)C=O.CN(C)C=O.CN(C)C=O

---

Record 4
The following is a DFT calculation (ωB97M-V with the def2-TZVPD basis set) of a molecular structure, C45H52As3N3O4P2Se2W.

Element x y z (Å)
W 0.62 0.00 -0.52
Se -0.11 -0.79 -6.28
P -1.65 -1.39 -5.02
C -2.26 -3.08 -5.16
C -1.81 -3.90 -6.19
C -2.39 -5.15 -6.37
C -3.40 -5.58 -5.53
C -3.84 -4.76 -4.50
C -3.28 -3.51 -4.32
C -3.18 -0.43 -5.19
C -3.82 -0.69 -6.41
C -4.99 -0.04 -6.74
C -5.54 0.89 -5.87
C -4.91 1.16 -4.66
C -3.73 0.51 -4.32
C -1.13 -1.28 -3.25
C -0.57 -2.21 -2.27
N -0.61 -1.56 -1.09
N -1.25 -0.32 -1.29
N -1.43 -0.16 -2.60
P 0.56 -3.64 -2.25
Se 2.57 -0.79 -1.40
C 0.77 -4.33 -3.89
C 1.47 -3.54 -4.81
C 1.88 -4.07 -6.02
C 1.62 -5.41 -6.31
C 0.96 -6.20 -5.39
C 0.53 -5.68 -4.18
C -0.45 -4.74 -1.20
C -1.63 -5.34 -1.63
C -2.36 -6.13 -0.76
C -1.92 -6.32 0.54
C -0.75 -5.72 0.98
C -0.02 -4.94 0.11
H -1.04 -3.54 -6.85
H -2.05 -5.78 -7.18
H -3.85 -6.54 -5.69
H -4.65 -5.09 -3.86
H -3.67 -2.86 -3.54
H -3.40 -1.41 -7.10
H -5.47 -0.25 -7.68
H -6.45 1.40 -6.12
H -5.33 1.89 -3.98
H -3.25 0.76 -3.39
H 1.72 -2.52 -4.57
H 2.41 -3.45 -6.73
H 1.95 -5.83 -7.25
H 0.78 -7.25 -5.61
H 0.05 -6.32 -3.46
H -1.99 -5.17 -2.64
H -3.28 -6.59 -1.10
H -2.49 -6.95 1.21
H -0.40 -5.88 1.99
H 0.92 -4.49 0.44
C 2.71 0.56 1.90
As 1.63 -1.07 1.61
C 3.05 -2.39 1.66
C 0.72 -1.30 3.32
C -0.68 -0.74 3.53
C -1.70 -1.41 2.62
C -0.65 0.78 3.29
As -0.68 1.40 1.44
C -2.56 1.57 1.04
C -0.06 3.22 1.64
C -1.06 -0.95 5.01
As -0.56 -2.63 6.01
C -1.01 -4.11 4.78
C -2.20 -2.74 7.06
H 2.72 0.77 2.98
H 2.36 1.45 1.36
H 3.73 0.34 1.55
H 3.65 -2.12 2.54
H 3.65 -2.34 0.75
H 2.65 -3.40 1.78
H 1.44 -0.87 4.03
H 0.71 -2.39 3.48
H -1.42 -1.33 1.55
H -2.68 -0.95 2.74
H -1.81 -2.47 2.84
H 0.22 1.23 3.77
H -1.54 1.26 3.74
H -3.04 1.95 1.95
H -2.99 0.61 0.75
H -2.68 2.28 0.22
H -0.73 3.68 2.38
H -0.15 3.75 0.69
H 0.96 3.25 2.00
H -2.13 -0.77 5.14
H -0.54 -0.19 5.60
H -0.16 -4.37 4.15
H -1.90 -3.96 4.18
H -1.19 -4.96 5.44
H -2.30 -1.86 7.68
H -2.14 -3.61 7.70
H -3.07 -2.83 6.41
O -1.10 2.90 -1.42
C -0.08 2.54 -1.93
O 0.84 1.79 -1.13
C 0.37 2.65 -3.31
C 1.65 2.26 -3.69
C 2.06 2.33 -5.01
C 1.13 2.77 -5.92
O 1.26 2.87 -7.25
C 0.01 3.35 -7.76
O -0.86 3.52 -6.65
C -0.16 3.16 -5.55
C -0.58 3.13 -4.25
H 2.34 1.92 -2.93
H 3.05 2.03 -5.33
H -0.40 2.59 -8.43
H 0.18 4.31 -8.25
H -1.57 3.42 -3.94

Orbital gap, eV: 4.68
Highest occupied orbital energy, eV: -12.2
E_LUMO, eV: -7.510
Net charge: +2

---

For each record above, in turn, the calculated relative energy (zero: lowest compared OMol25 entry of this formula, charge and spin) values are 100.2, 81.8, 2251.1, 197.1 kJ/mol.
For each record above, in turn, the calculated electronic energy values are -174848.260, -99207.208, -91575.092, -393765.616 eV.